Model 1:
{
  "formula": "C13H18F6N2O8RbS3",
  "method": "ωB97M-V/def2-TZVPD",
  "symbols": ["Rb", "S", "S", "S", "F", "F", "F", "F", "F", "F", "O", "O", "O", "O", "O", "O", "O", "O", "N", "N", "C", "C", "C", "C", "C", "C", "C", "C", "C", "C", "C", "C", "C", "H", "H", "H", "H", "H", "H", "H", "H", "H", "H", "H", "H", "H", "H", "H", "H", "H", "H"],
  "xyz": [[-0.5183, -0.1908, 0.0209], [0.2617, -2.3877, -1.9570], [-4.4673, 0.6963, 1.5070], [1.8390, -0.3400, -1.9592], [4.7743, -0.0247, -2.2153], [-0.8839, -4.8030, -1.3534], [1.2656, -4.8849, -1.3180], [4.4474, 1.4422, -3.7890], [0.2018, -4.0079, 0.3229], [3.9430, -0.6416, -4.1234], [1.8858, 0.7183, -0.9257], [0.6908, -0.1398, -2.8641], [-1.1172, 2.6206, -1.1153], [-0.3693, 2.1815, 1.9088], [2.4163, 0.7258, 2.6795], [-1.8491, -0.3387, 2.1864], [0.5359, -2.8703, -3.2790], [-1.0829, -1.9564, -1.6610], [-2.6201, -1.2057, 1.6539], [1.4044, -1.7571, -1.1215], [-3.8872, -0.8652, 1.2393], [-2.1924, -2.4631, 1.5100], [3.8608, 0.3410, -3.1738], [0.8159, 2.4940, 2.5937], [-4.6893, -1.8603, 0.6663], [3.3197, -0.0909, 1.9718], [0.2159, -4.0852, -1.0277], [2.0802, 1.8983, 1.9654], [-0.4150, 3.4368, -0.2166], [-0.9755, 3.2178, 1.1932], [-2.9525, -3.4583, 0.9357], [-0.5421, 2.6383, -2.3996], [-4.2332, -3.1446, 0.4932], [-1.1970, -2.6297, 1.9034], [-5.6832, -1.5592, 0.3684], [0.7300, 2.0408, 3.5884], [-2.5455, -4.4510, 0.8388], [2.9226, 2.6102, 2.0280], [-2.0239, 2.9208, 1.0905], [0.9238, 3.5822, 2.7028], [-4.8579, -3.8955, 0.0298], [4.2641, 0.4415, 1.7965], [-0.5145, 3.6677, -2.7946], [-0.9175, 4.1636, 1.7593], [0.4685, 2.2204, -2.3951], [0.6567, 3.1986, -0.2353], [2.9104, -0.3996, 1.0065], [3.5064, -0.9656, 2.5913], [1.9025, 1.6452, 0.9184], [-0.5458, 4.4986, -0.5099], [-1.1638, 2.0145, -3.0377]],
  "homo_energy_ev": -1.55,
  "homo_lumo_gap_ev": 5.45,
  "lumo_ev": 3.9,
  "multiplicity": 2,
  "charge": -2
}

---

Model 2:
{
  "formula": "C13H18F6N2O8RbS3",
  "method": "ωB97M-V/def2-TZVPD",
  "symbols": ["Rb", "S", "S", "S", "F", "F", "F", "F", "F", "F", "O", "O", "O", "O", "O", "O", "O", "O", "N", "N", "C", "C", "C", "C", "C", "C", "C", "C", "C", "C", "C", "C", "C", "H", "H", "H", "H", "H", "H", "H", "H", "H", "H", "H", "H", "H", "H", "H", "H", "H", "H"],
  "xyz": [[0.5661, -0.4644, -0.1984], [3.3929, -2.3331, -0.2488], [-2.5578, 3.7469, 0.8338], [1.2578, -2.9212, -1.7916], [3.5096, -2.2476, 2.5038], [1.1822, -5.6839, -1.1796], [1.6216, -1.5171, 1.8130], [1.6106, -5.3071, -3.2575], [2.0200, -3.6411, 1.8571], [-0.3800, -5.0279, -2.4923], [-0.1395, 2.2347, 1.3704], [4.7850, -2.3071, 0.1647], [-2.7880, -1.3255, 1.3421], [0.4551, -2.3828, -2.9381], [2.8638, -1.0368, -0.6640], [0.5997, 1.7183, -2.2194], [-1.8645, 0.2973, -1.0624], [0.5054, -2.8432, -0.5398], [3.0029, -3.5240, -1.0876], [-0.8797, 2.4001, 2.4030], [-3.4008, -0.2960, 0.6049], [-0.7795, 1.8772, -2.4418], [-2.4732, 2.6539, 4.6624], [-1.2418, 2.0079, 4.7313], [2.5686, -2.4558, 1.5441], [-1.4977, 0.5272, -2.4026], [1.1750, 2.7943, -1.5165], [-3.0353, -0.4406, -0.8710], [-2.0827, 3.0839, 2.3010], [-0.4857, 1.9000, 3.5831], [-2.3845, -0.9619, 2.6355], [0.9289, -4.8273, -2.1831], [-2.8760, 3.1742, 3.4568], [0.4645, 1.3837, 3.5517], [-1.9586, -1.8619, 3.0760], [-3.2375, -0.6176, 3.2422], [-3.8549, -0.0355, -1.4920], [2.2245, 2.5440, -1.3725], [-0.8789, 1.5891, 5.6565], [1.0980, 3.7290, -2.0929], [-2.8912, -1.5030, -1.1097], [-0.9463, 2.3613, -3.4208], [0.7007, 2.9329, -0.5416], [-3.0481, 0.6904, 0.9279], [-0.8385, -0.2664, -2.7793], [-2.4038, 0.5824, -3.0252], [-3.1044, 2.7478, 5.5366], [-1.2264, 2.4992, -1.6556], [-1.6236, -0.1732, 2.6143], [-3.8298, 3.6708, 3.3491], [-4.4940, -0.3431, 0.7437]],
  "homo_energy_ev": [-1.10, -2.15],
  "homo_lumo_gap_ev": [5.14, 6.18],
  "lumo_ev": [4.0, 4.0],
  "multiplicity": 2,
  "charge": -2
}

---

Verdict on stability: model 2 comes out at the bottom.

---

Model 1:
{
  "formula": "CH9N2O",
  "method": "ωB97M-V/def2-TZVPD",
  "symbols": ["O", "N", "N", "C", "H", "H", "H", "H", "H", "H", "H", "H", "H"],
  "xyz": [[1.8025, -1.0621, -1.9936], [-1.0707, 1.4516, 0.4991], [0.2242, -0.6447, 0.6864], [-1.4605, 0.1588, 0.8265], [0.5104, -0.7865, -0.3523], [1.8966, -0.0623, -2.1467], [0.7795, -1.3523, 1.2622], [-1.6193, -0.0030, 1.8613], [-1.9819, -0.4438, 0.0733], [-0.5516, 2.1021, 1.0884], [2.3842, -1.5211, -2.6013], [-1.5474, 1.9402, -0.2207], [0.6341, 0.2231, 1.0176]],
  "homo_energy_ev": -15.33,
  "homo_lumo_gap_ev": 11.97,
  "lumo_ev": -3.4,
  "charge": 1
}

---

Model 2:
{
  "formula": "CH9N2O",
  "method": "ωB97M-V/def2-TZVPD",
  "symbols": ["O", "N", "N", "C", "H", "H", "H", "H", "H", "H", "H", "H", "H"],
  "xyz": [[-1.5523, 1.4367, 0.5137], [2.1777, -1.4525, -0.0915], [-0.0999, -0.2893, 0.1616], [-1.0126, 0.6305, -0.5491], [-2.3300, 1.9000, 0.1610], [2.2912, -2.2762, 0.3910], [-0.4106, 1.3746, -1.1266], [2.7140, -0.7864, 0.5052], [2.7947, -1.4984, -0.9757], [-0.2331, -0.2944, 1.1617], [-1.7812, 0.0239, -1.1138], [0.9797, -0.2200, -0.1827], [-0.0754, -1.3065, -0.1259]],
  "homo_energy_ev": -15.49,
  "homo_lumo_gap_ev": 12.08,
  "lumo_ev": -3.4,
  "charge": 1
}

---

Verdict on stability: model 1 comes out at the bottom.

---

Model 1:
{
  "formula": "CH9N2O",
  "method": "ωB97M-V/def2-TZVPD",
  "symbols": ["O", "N", "N", "C", "H", "H", "H", "H", "H", "H", "H", "H", "H"],
  "xyz": [[0.3448, 2.5446, -0.1584], [-0.3933, -2.1862, -0.0285], [0.8567, 0.3006, 0.0544], [-0.2569, 1.3143, 0.0537], [-1.1176, -2.3686, 0.6487], [-0.8305, -2.0588, -0.9357], [1.4573, 0.3053, -0.7638], [-0.6836, 1.2646, 1.0599], [0.1180, -3.0678, -0.0113], [-0.3174, 3.2419, -0.2767], [-0.9686, 0.9585, -0.6935], [1.4195, 0.4237, 0.8986], [0.3715, -0.6721, 0.1525]],
  "homo_energy_ev": -15.68,
  "homo_lumo_gap_ev": 12.40,
  "lumo_ev": -3.3,
  "charge": 1
}

---

Model 2:
{
  "formula": "CH9N2O",
  "method": "ωB97M-V/def2-TZVPD",
  "symbols": ["O", "N", "N", "C", "H", "H", "H", "H", "H", "H", "H", "H", "H"],
  "xyz": [[-0.7326, -1.3077, -0.3217], [1.7165, 0.1917, -0.7366], [-0.3263, 0.7247, 0.8510], [-1.4123, -0.1474, 0.1410], [-1.1510, -2.1909, 0.0644], [2.5314, 0.7546, -0.6340], [-0.2382, 0.5956, 1.8908], [1.6520, -0.0715, -1.7427], [2.0271, -0.7299, -0.3423], [0.5170, 0.5059, 0.2325], [-0.4831, 1.6504, 0.5562], [-2.3140, -0.3306, 0.7684], [-1.7865, 0.3550, -0.7270]],
  "homo_energy_ev": -15.78,
  "homo_lumo_gap_ev": 12.48,
  "lumo_ev": -3.3,
  "charge": 1
}

---

Verdict on stability: model 2 comes out at the bottom.